Molecular formula: C2H10NO2
Method: DFT, the ωB97M-V functional and the def2-TZVPD basis

Element x y z (Å)
C: 0.85 -1.11 0.12
O: 0.71 -1.08 1.51
C: -0.21 -0.10 -0.53
N: -1.05 -0.76 -1.62
H: 0.53 -2.13 -0.09
H: 1.87 -0.91 -0.18
H: 1.19 -0.34 1.97
H: -0.88 0.09 0.29
H: 0.31 0.77 -0.91
H: -1.00 -0.22 -2.49
H: -2.01 -0.87 -1.27
H: -0.72 -1.69 -1.88
H: 0.07 2.96 0.91
H: 0.22 3.00 2.47
O: 0.11 2.41 1.70

Results
total energy: -7799.179 eV
net charge: +2
energy relative to the best compared isomer or geometry (same formula, charge and spin): 21.0 kcal per mole
multiplicity: 2